# 1
50
Properties=species:S:1:pos:R:3:forces:R:3:mulliken_charge:R:1 method="wB97M-V/def2-TZVPD" e_above_lowest_kcal_mol=79.79 orbital_gap_ev=8.69 lumo_energy_ev=0.70 homo_ha=-0.294
O -0.832798 2.778575 3.975377 -0.035 0.358 0.177 -0.5825
O 1.190020 -0.263758 -3.516407 0.030 0.145 -0.056 -0.4305
O 2.156401 -0.995715 5.730544 -0.091 -0.067 0.148 -0.3856
O -1.870550 1.249535 0.834398 0.040 -0.220 -0.151 -0.4032
N 1.409830 0.611637 3.530680 0.009 0.033 0.095 0.0940
C -0.326365 -1.640450 -4.871303 0.021 0.054 0.022 0.4144
C 0.683548 1.282918 -1.839448 0.013 -0.299 -0.261 -0.9103
C -2.091620 -3.017932 -5.748325 -0.059 -0.083 -0.049 -0.5303
C 1.940992 -1.554393 4.456496 -0.244 -0.131 -0.310 -0.7810
C -0.893560 -2.892959 -5.068511 0.114 0.111 0.038 -0.3724
C -1.337111 -0.286983 -0.834311 0.011 0.318 0.283 -1.0345
C 0.913454 -0.745580 3.662366 0.298 -0.138 0.145 -0.4360
C -0.766721 1.808483 2.954331 0.129 -0.254 -0.650 0.6459
C -2.176353 -0.641419 -6.036317 -0.019 0.047 -0.039 -0.6318
C -1.057139 0.931788 -0.220786 -0.054 -0.276 -0.298 0.5811
C 1.594861 1.197813 4.847391 0.264 -0.297 0.207 -0.4277
C -2.737110 -1.891793 -6.230908 -0.092 -0.039 -0.047 -0.4035
C -1.558020 2.296451 1.719753 0.020 0.143 0.573 -0.8849
C 0.991293 -1.510329 -4.144482 0.146 -0.241 -0.137 -0.8543
C 2.597807 0.337063 5.618004 -0.020 0.414 -0.021 -0.7232
C 0.684482 1.431198 2.587037 -0.369 -0.098 0.143 -1.2355
C -0.973997 -0.516039 -5.363606 0.091 -0.006 0.022 -0.1282
C 0.405702 0.061492 -2.446790 -0.047 0.225 0.272 0.5141
C -0.034775 1.717898 -0.743286 -0.214 0.100 0.237 -0.0630
C -0.621720 -0.722076 -1.932398 0.199 -0.074 -0.179 0.0173
H 3.567420 0.363050 5.097378 -0.057 0.028 0.060 0.3636
H -1.024462 3.116939 1.227289 -0.048 -0.005 -0.003 0.3431
H 0.675101 0.886858 1.639516 0.030 0.116 0.005 0.4400
H 1.107511 -2.329426 -3.420428 -0.018 0.084 -0.072 0.4062
H -0.340694 3.560009 3.697171 0.008 -0.037 0.026 0.4135
H 2.887605 -1.580495 3.895604 -0.089 -0.025 0.017 0.3809
H 1.587411 -2.573206 4.623986 0.033 0.035 -0.066 0.3701
H 1.260351 2.354706 2.446536 -0.070 0.055 -0.132 0.3217
H 1.812153 -1.579128 -4.868500 -0.111 -0.050 0.171 0.3301
H -3.675340 -1.989771 -6.756471 -0.078 -0.008 -0.036 0.3800
H 2.720889 0.705711 6.637704 0.033 0.029 -0.071 0.3547
H 1.995863 2.207030 4.733006 -0.032 0.041 0.054 0.4070
H -0.882145 -1.666963 -2.381323 -0.016 -0.076 -0.043 0.3440
H -2.521912 2.678298 2.073686 0.208 0.022 -0.046 0.2298
H -0.393440 -3.772490 -4.687050 0.038 -0.098 0.063 0.3707
H -1.285670 0.932595 3.355620 0.027 0.044 -0.090 0.2643
H -2.137711 -0.887730 -0.432972 -0.101 -0.080 0.049 0.4249
H 1.478525 1.889019 -2.244382 0.103 0.071 -0.043 0.4310
H 0.790394 -1.177877 2.667072 -0.033 -0.044 0.003 0.3485
H -0.533214 0.458056 -5.211087 0.026 0.088 0.039 0.4031
H -0.051883 -0.788831 4.194166 0.003 -0.035 -0.054 0.3092
H 0.220580 2.672856 -0.311476 0.011 0.060 0.060 0.2417
H -2.675368 0.240128 -6.410729 -0.046 0.070 -0.029 0.3815
H 0.652200 1.251363 5.413418 0.080 0.063 -0.011 0.3191
H -2.524717 -3.996126 -5.897234 -0.041 -0.076 -0.012 0.3729


# 2
50
Properties=species:S:1:pos:R:3:forces:R:3:mulliken_charge:R:1 method="wB97M-V/def2-TZVPD" e_above_lowest_kcal_mol=76.35 orbital_gap_ev=8.89 lumo_energy_ev=0.71 homo_ha=-0.301
O 6.787339 -2.749484 4.044229 -0.014 -0.097 0.151 -0.3848
O -3.018023 1.825015 -2.018195 0.016 0.168 -0.016 -0.3459
O 1.032407 -0.503952 0.915814 0.036 0.146 -0.024 -0.1207
O 2.026003 -1.442985 3.339638 -0.059 0.249 0.333 -0.6280
N 4.837024 -1.925673 2.173315 -0.022 -0.029 0.084 0.0971
C 5.020146 -1.202071 3.420547 0.432 -0.105 0.174 -0.4147
C -2.057795 1.147127 -1.330125 0.158 -0.176 0.148 0.5511
C -5.296888 3.285398 -2.631422 0.047 -0.041 0.025 -0.4323
C 2.288568 -2.105169 2.127898 -0.030 0.084 -0.772 0.1656
C -0.004481 -0.031671 0.157644 -0.134 0.079 -0.062 0.2675
C -6.933843 3.791946 -4.310684 -0.066 0.038 -0.060 -0.4355
C -5.058829 2.052030 -3.222139 0.168 -0.014 0.031 0.3529
C 3.609352 -1.643602 1.467099 -0.271 -0.121 0.213 -1.2246
C -5.767063 1.696794 -4.362268 0.080 -0.034 0.109 -0.5470
C 5.117011 -3.333424 2.383875 0.358 0.070 0.077 -0.4655
C 6.470875 -1.387474 3.869421 -0.223 0.367 -0.008 -0.7157
C -6.703020 2.561368 -4.901565 -0.086 -0.009 -0.062 -0.5348
C 6.568080 -3.465121 2.852360 -0.207 -0.266 -0.228 -0.7482
C -6.226677 4.152688 -3.176604 -0.026 0.047 0.042 -0.5021
C -0.065761 1.355124 0.007152 0.008 -0.178 0.016 -0.7507
C -1.989459 -0.231061 -1.190541 -0.301 0.284 -0.234 -0.3678
C -4.066098 1.094094 -2.616385 -0.188 -0.291 -0.028 -0.4696
C -0.969589 -0.816303 -0.451829 0.383 -0.105 0.264 -0.5974
C 1.116976 -1.892594 1.156439 0.143 -0.471 0.277 -0.9188
C -1.074682 1.934234 -0.724345 -0.139 -0.087 -0.088 -0.3674
H 3.681827 -2.123959 0.486662 -0.055 0.064 -0.067 0.3389
H -5.586116 0.738823 -4.829182 0.041 -0.091 -0.064 0.3400
H 4.347187 -1.566354 4.211389 0.058 0.110 -0.047 0.2933
H 0.692913 1.960461 0.477382 0.090 0.085 0.058 0.3814
H 4.983701 -3.870217 1.442120 -0.005 -0.059 0.002 0.4121
H 6.813066 -4.506187 3.070389 -0.006 0.040 -0.071 0.3626
H 6.642254 -0.908124 4.834685 -0.007 0.033 -0.076 0.3614
H 4.825401 -0.141972 3.247343 -0.031 0.026 0.056 0.3784
H 3.555788 -0.562052 1.313984 -0.044 -0.041 -0.088 0.3200
H -7.661675 4.467960 -4.734510 -0.051 0.054 -0.037 0.3713
H -2.721359 -0.876510 -1.649979 -0.082 -0.014 -0.052 0.3875
H -6.401787 5.112237 -2.712643 -0.012 0.076 0.036 0.3735
H 7.235068 -3.087498 2.062350 -0.062 -0.064 0.037 0.3664
H -0.949435 -1.891319 -0.366976 0.027 -0.083 0.032 0.3695
H 4.460660 -3.778952 3.150246 0.004 -0.041 -0.055 0.3024
H 1.827456 -0.522619 3.124246 -0.015 -0.030 0.032 0.4469
H 2.347403 -3.169564 2.376564 -0.047 0.062 -0.105 0.4907
H 1.288901 -2.444018 0.223093 -0.039 0.056 0.022 0.4461
H 7.140216 -0.946207 3.115061 -0.044 0.000 0.074 0.3650
H -4.741096 3.561897 -1.749034 0.053 0.049 0.075 0.3808
H -4.578219 0.479353 -1.857413 0.161 0.043 -0.090 0.3894
H -1.128784 3.004507 -0.843191 0.003 0.141 -0.006 0.4015
H 0.191526 -2.254277 1.624695 0.085 0.040 -0.073 0.4510
H -7.250017 2.275176 -5.787890 -0.038 -0.018 -0.072 0.3796
H -3.671975 0.422079 -3.392450 -0.048 0.053 0.117 0.4275


# 3
50
Properties=species:S:1:pos:R:3:forces:R:3:mulliken_charge:R:1 method="wB97M-V/def2-TZVPD" e_above_lowest_kcal_mol=72.61 orbital_gap_ev=8.78 lumo_energy_ev=0.63 homo_ha=-0.299
O -4.169595 -0.128566 -1.131919 0.413 0.225 0.161 -0.4302
O 2.066489 1.412404 1.642280 -0.105 0.125 0.136 -0.6716
O -2.348875 1.866351 -0.215386 0.223 -0.331 -0.174 -0.5464
O 1.820087 -2.677387 0.273506 -0.658 0.286 0.727 -0.2062
N 2.831730 -2.510691 -0.631437 0.989 -0.049 -0.910 -0.8809
C -1.094073 0.197818 0.799838 -0.243 -0.003 -0.101 -0.3904
C -1.658415 -2.115705 0.711494 0.060 0.091 0.065 -1.2290
C -6.070269 -1.374112 -0.219115 0.329 0.144 -0.211 -1.0735
C 3.653534 1.509524 -0.159958 0.087 0.116 0.081 -1.2944
C 0.469725 -1.438540 1.885836 -0.075 -0.122 -0.228 -1.4335
C 2.641179 0.835900 0.744785 0.127 -0.002 -0.143 0.8697
C 2.427461 -0.561778 0.403439 -0.422 -0.896 0.160 1.5816
C 1.575636 -1.525195 0.900322 0.683 0.696 -0.159 -0.6146
C 4.817893 0.606580 -0.602999 0.134 0.030 -0.098 1.6980
C -2.227276 0.537101 0.070317 0.053 -0.137 0.081 0.4685
C 3.199296 -1.263662 -0.568655 -0.649 -0.171 0.488 0.1025
C -4.398614 2.344509 1.032014 0.330 -0.036 -0.303 -1.0103
C -3.626669 2.476742 -0.275971 -0.582 0.331 0.066 -0.3166
C -2.792854 -1.799769 -0.015345 -0.139 0.023 -0.136 -0.4029
C 4.267276 -0.614310 -1.362971 0.114 -0.021 -0.141 -0.8254
C -5.182531 -1.068998 -1.422288 -0.371 -0.272 0.026 -0.4984
C -3.094273 -0.488498 -0.361807 0.019 0.152 0.005 0.8979
C 5.740454 1.399769 -1.530548 -0.194 -0.138 0.149 -2.0890
C -0.797831 -1.115549 1.126655 -0.184 -0.065 0.095 0.3421
C 5.610276 0.145971 0.622892 -0.128 0.048 -0.136 -1.7413
H -4.754371 -1.989231 -1.837630 -0.019 0.115 -0.017 0.3495
H -4.633754 1.301376 1.230509 -0.078 -0.092 0.049 0.2205
H -5.490192 -1.811196 0.590352 -0.019 -0.053 0.079 0.3463
H 5.059645 -1.330684 -1.583088 0.043 0.023 -0.045 0.4364
H 3.840292 -0.290165 -2.317177 0.045 0.028 -0.023 0.3645
H 6.458202 -0.464053 0.319207 0.097 -0.077 -0.012 0.4397
H 0.696907 -0.639765 2.591985 0.056 -0.105 0.002 0.5259
H 5.985749 1.004470 1.175173 0.052 0.091 0.076 0.4245
H 3.098655 1.842697 -1.043544 -0.020 0.046 -0.054 0.3822
H -4.213766 2.075588 -1.107325 0.155 0.154 0.127 0.2272
H 0.367802 -2.391954 2.404837 0.026 0.044 0.065 0.4808
H 6.560100 0.773320 -1.874942 0.120 -0.062 -0.055 0.4296
H 4.031332 2.399875 0.346016 -0.047 0.002 0.001 0.4506
H -3.399681 3.527910 -0.475332 -0.062 -0.129 0.010 0.3967
H -1.450901 -3.148429 0.947406 0.027 -0.119 0.034 0.4053
H -3.803543 2.728001 1.857768 0.011 0.048 0.097 0.3102
H -5.325419 2.908449 0.969886 -0.122 0.046 0.010 0.3774
H -3.436439 -2.605037 -0.331332 -0.111 -0.029 -0.045 0.3405
H -6.531222 -0.457861 0.142395 -0.060 0.058 0.038 0.2773
H 6.161170 2.255969 -1.008677 0.065 0.110 0.047 0.4273
H 5.197612 1.762370 -2.400820 -0.052 0.052 -0.118 0.4290
H -6.852040 -2.070791 -0.508835 -0.099 -0.089 -0.004 0.4067
H 4.988715 -0.442928 1.293582 0.000 -0.086 0.125 0.3754
H -5.773809 -0.586189 -2.205825 0.098 -0.142 0.055 0.3669
H -0.440810 0.998329 1.110411 0.084 0.143 0.056 0.5039


# 4
52
Properties=species:S:1:pos:R:3:forces:R:3:mulliken_charge:R:1 method="wB97M-V/def2-TZVPD" e_above_lowest_kcal_mol=2.57 orbital_gap_ev=9.08 lumo_energy_ev=0.56 homo_ha=-0.313
S -1.940659 1.891901 -0.282352 0.568 0.271 -0.176 -0.0592
S 2.870197 0.977804 3.598131 0.443 -0.362 0.198 1.0871
O -2.812102 -2.319679 -1.269904 0.149 -0.042 0.184 -0.2570
O 3.467043 0.535744 4.825363 0.279 -0.127 0.000 -0.7104
O 1.653233 1.740935 3.684121 -0.216 0.243 -0.302 -0.6238
O 2.627830 -0.838065 -1.425835 0.127 -0.096 -0.298 -0.6963
N 1.572846 0.189553 0.284647 0.145 -0.035 0.123 0.1854
C -1.793645 3.195978 -1.391732 -0.197 -0.244 0.211 -0.5312
C -4.074002 -2.499744 -1.882283 -0.501 0.023 0.008 -0.6908
C 0.073152 0.215312 -2.814397 0.028 -0.025 -0.030 -0.6091
C 3.330632 1.687939 1.191216 -0.048 0.039 -0.436 -0.4645
C -1.922348 -1.465471 -1.830357 0.265 0.177 -0.117 0.2910
C 2.804866 0.234295 1.050470 0.173 -0.089 -0.448 -0.5129
C -0.500172 3.547675 -1.592333 -0.103 0.096 -0.051 -0.6843
C 2.638142 -0.398995 2.432316 0.229 0.644 0.430 -0.9247
C -3.075700 -5.321070 -0.846376 -0.129 -0.088 -0.174 -0.9791
C 0.399749 2.760814 -0.838941 -0.013 -0.117 0.258 -0.4285
C -4.467522 -4.975531 -1.360168 0.044 0.133 0.202 -0.4412
C 4.039826 1.847628 2.515677 -0.585 -0.451 0.294 -0.9411
C -2.142925 -0.711130 -2.978442 -0.301 -0.292 0.138 -0.3972
C 0.284190 -0.505339 -1.643307 -0.230 -0.352 -0.359 0.3794
C 0.373011 0.798280 0.838786 -0.224 0.011 0.076 -1.0146
C -0.223031 1.819571 -0.078864 -0.480 0.257 0.102 0.2450
C -0.697595 -1.356127 -1.168937 -0.057 -0.010 -0.087 0.1246
C 1.598854 -0.408664 -0.939815 0.006 0.026 0.051 0.2604
C -4.870278 -3.527154 -1.080084 0.273 -0.019 -0.343 -0.8051
C -1.140945 0.113751 -3.463254 0.214 0.068 0.055 -1.1081
H -0.538354 -1.960852 -0.289030 0.016 -0.059 0.157 0.6155
H 2.481500 2.373202 1.181735 0.027 0.035 -0.075 0.2159
H 3.414802 -1.121371 2.661084 0.064 -0.076 0.032 0.3999
H -0.191227 4.339178 -2.251108 0.013 0.147 -0.133 0.4286
H -4.613905 -1.542172 -1.894066 0.110 -0.073 -0.067 0.4722
H 1.467085 2.882523 -0.883488 0.237 -0.045 0.007 0.5231
H -1.317623 0.684644 -4.362619 -0.016 0.053 -0.071 0.3740
H 4.153059 2.879921 2.826400 -0.040 0.048 0.196 0.4861
H -3.018072 -5.156615 0.227020 0.072 0.019 0.133 0.2851
H 0.638472 1.265399 1.794321 -0.073 -0.124 -0.179 0.5430
H -3.082916 -0.762735 -3.504300 -0.097 -0.037 -0.021 0.4450
H 1.662421 -0.848341 2.580499 -0.092 0.024 0.152 0.4140
H 3.518117 -0.350067 0.456965 -0.148 0.160 0.269 0.6398
H -3.948376 -2.844543 -2.917889 0.011 0.070 0.047 0.4545
H 4.986779 1.320040 2.572159 0.132 -0.074 0.053 0.3712
H 0.852080 0.856322 -3.195910 0.068 0.074 -0.038 0.5289
H -4.737425 -3.307799 -0.019721 -0.097 0.071 0.073 0.2595
H -4.516337 -5.159391 -2.436291 -0.086 -0.040 -0.030 0.2874
H -2.847270 -6.365288 -1.048477 0.073 -0.093 0.029 0.3406
H -0.384918 0.035033 1.046761 0.095 0.074 0.113 0.4044
H 3.975733 1.927213 0.345597 -0.048 0.036 0.013 0.4417
H -5.926029 -3.398261 -1.326506 -0.014 0.076 0.038 0.3852
H -2.322270 -4.702990 -1.325086 0.127 0.002 0.007 0.1901
H -2.677044 3.624159 -1.821049 -0.164 0.130 -0.129 0.4879
H -5.197308 -5.632601 -0.881161 -0.028 -0.039 -0.086 0.3128